{
  "formula": "C4H4N2O",
  "method": "wB97M-V/def2-TZVPD",
  "total_energy_ha": -339.427497,
  "homo_ev": [-9.4, -9.4],
  "e_above_lowest_kj_mol": 404.8,
  "e_lumo_ev": [0.034, 0.034],
  "mol_weight_g_mol": 96.09,
  "charge": 0,
  "gap_ha": [0.345, 0.345],
  "species": ["O", "C", "C", "C", "N", "C", "N", "H", "H", "H", "H"],
  "positions_angstrom": [[1.249, -0.114, 2.317], [0.707, 0.041, 1.295], [0.621, 0.855, 0.027], [0.969, -0.183, -0.948], [-0.075, -0.880, -1.308], [-1.093, -0.356, -0.512], [-0.762, 0.964, -0.204], [-0.504, -0.764, 0.804], [1.977, -0.462, -1.238], [-2.119, -0.638, -0.734], [-1.315, 1.442, 0.495]],
  "forces_ev_per_a": [[-0.36, 0.22, -0.85], [0.30, -0.32, 0.90], [0.06, 0.10, -0.22], [0.13, -0.15, 0.03], [0.11, 0.09, 0.39], [-0.28, 0.22, -0.41], [-0.05, -0.08, 0.20], [0.07, -0.06, -0.11], [-0.15, 0.07, 0.00], [0.11, -0.03, 0.11], [0.06, -0.06, -0.05]],
  "mulliken_charge": [-0.36, 0.29, 0.08, -0.26, -0.43, -0.27, -0.28, 0.22, 0.39, 0.35, 0.27]
}



{
  "formula": "C10H9N3O",
  "method": "wB97M-V/def2-TZVPD",
  "total_energy_ha": -625.818857,
  "homo_ev": [-8.2, -8.6],
  "e_above_lowest_kj_mol": 402.1,
  "e_lumo_ev": [-1.465, -1.362],
  "mol_weight_g_mol": 187.20,
  "charge": 0,
  "gap_ha": [0.249, 0.265],
  "species": ["C", "C", "C", "C", "C", "C", "C", "C", "C", "C", "N", "N", "N", "O", "H", "H", "H", "H", "H", "H", "H", "H", "H"],
  "positions_angstrom": [[1.679, 2.047, -0.129], [2.166, -1.659, -0.472], [0.173, -0.593, 1.771], [-0.288, -1.520, 0.925], [-0.957, 1.013, 0.391], [1.629, 0.665, 0.290], [1.664, -0.442, -0.679], [0.262, 0.765, 1.183], [-0.691, -1.116, -0.356], [-2.428, 0.273, -1.364], [1.771, 3.124, -0.504], [2.522, -2.705, -0.100], [-1.164, 0.133, -0.589], [-1.528, 2.122, 0.528], [0.507, -0.683, 2.749], [-0.485, -2.602, 1.132], [2.495, 0.511, 1.129], [1.380, -0.230, -1.705], [0.467, 1.654, 1.762], [-0.991, -1.884, -1.086], [-2.432, -0.440, -2.203], [-3.377, 0.280, -0.826], [-2.375, 1.288, -1.847]],
  "forces_ev_per_a": [[1.17, -0.28, -1.36], [1.81, -3.68, 1.88], [-0.99, 1.50, -0.47], [-0.83, -2.04, 0.95], [0.43, 5.37, 0.58], [1.88, -0.74, 2.13], [-2.66, 3.41, -2.08], [0.37, -1.89, 0.69], [1.07, -1.06, -1.15], [0.83, 1.75, -1.91], [-0.16, 0.46, 0.04], [-0.06, 0.69, -0.59], [-2.97, -0.66, -0.70], [0.31, -2.72, -0.55], [0.49, -0.81, 1.63], [0.87, 1.13, 0.11], [-2.10, 0.40, -1.96], [0.24, 0.27, 0.01], [-0.35, -0.30, 0.82], [0.26, 0.55, 0.32], [0.01, 0.02, 0.59], [0.45, -0.44, 0.53], [-0.08, -0.93, 0.50]],
  "mulliken_charge": [-0.10, 0.38, -0.90, -0.26, 0.18, 0.68, -0.73, -0.04, -0.63, -0.96, -0.48, -0.58, 0.34, -0.66, 0.52, 0.37, 0.40, 0.37, 0.63, 0.45, 0.37, 0.33, 0.34]
}



{
  "formula": "C17H28LuNO2P2",
  "method": "wB97M-V/def2-TZVPD",
  "total_energy_ha": -2787.504693,
  "homo_ev": -13.4,
  "e_above_lowest_kj_mol": 121.1,
  "e_lumo_ev": -7.180,
  "mol_weight_g_mol": 515.33,
  "charge": 2,
  "gap_ha": 0.230,
  "species": ["Lu", "P", "C", "C", "N", "C", "C", "C", "C", "C", "P", "H", "H", "H", "H", "H", "H", "H", "H", "O", "H", "H", "O", "H", "C", "H", "H", "H", "C", "H", "H", "H", "C", "H", "H", "H", "C", "H", "H", "H", "C", "C", "C", "C", "C", "C", "H", "H", "H", "H", "H"],
  "positions_angstrom": [[0.662, -0.459, 0.265], [-1.399, -1.568, 1.519], [-0.882, -2.684, 0.096], [-1.165, -2.126, -1.291], [-0.579, -0.920, -1.538], [-0.754, -0.290, -2.728], [-1.490, -0.899, -3.725], [-2.047, -2.153, -3.513], [-1.890, -2.781, -2.277], [-0.124, 1.075, -2.892], [1.206, 1.438, -1.631], [-2.306, -3.765, -2.045], [-1.597, -0.376, -4.673], [-2.600, -2.657, -4.301], [0.295, 1.166, -3.904], [-0.898, 1.855, -2.791], [0.290, -2.816, 0.201], [-1.370, -3.649, 0.269], [3.332, -1.256, 0.133], [1.973, -2.045, 0.350], [2.249, -2.968, 0.431], [2.967, 0.270, 0.168], [3.788, -0.357, -0.063], [4.452, -0.240, 0.620], [2.683, 1.183, -2.666], [2.658, 1.876, -3.518], [3.603, 1.374, -2.096], [2.705, 0.155, -3.054], [1.105, 3.260, -1.527], [1.667, 3.587, -0.638], [1.529, 3.743, -2.422], [0.056, 3.573, -1.405], [-3.160, -1.281, 1.238], [-3.721, -2.191, 1.488], [-3.474, -0.462, 1.900], [-3.359, -0.989, 0.200], [-1.363, -2.688, 2.928], [-1.400, -2.071, 3.832], [-2.232, -3.353, 2.904], [-0.439, -3.275, 2.944], [0.032, 3.190, 3.831], [-1.082, 2.905, 3.029], [-1.001, 1.899, 2.046], [0.181, 1.187, 1.895], [1.292, 1.443, 2.688], [1.219, 2.467, 3.656], [-0.027, 3.974, 4.589], [-2.013, 3.463, 3.163], [-1.881, 1.691, 1.424], [2.220, 0.859, 2.614], [2.089, 2.689, 4.277]],
  "forces_ev_per_a": [[-1.86, 0.87, 1.91], [-0.26, -0.34, -0.80], [0.94, -0.77, -0.13], [0.25, 0.05, -0.05], [-0.84, -0.12, -0.59], [0.09, -0.43, 0.64], [0.07, 0.26, -0.37], [-0.05, -0.29, 0.23], [0.01, 0.06, 0.40], [-0.18, -0.17, 0.16], [0.11, 0.95, -1.46], [0.05, 0.36, -0.27], [-0.09, -0.23, 0.12], [0.08, 0.16, 0.10], [-0.07, 0.08, 0.28], [0.21, -0.28, -0.01], [-2.67, -0.25, -0.25], [0.29, 0.00, -0.37], [-1.16, -1.30, -0.12], [2.35, -0.02, 0.16], [-0.09, 0.30, 0.05], [2.80, -0.58, -0.74], [-2.09, 1.66, 0.29], [0.88, 0.47, 0.66], [0.39, -0.06, -0.19], [0.03, -0.20, 0.21], [-0.21, -0.05, -0.23], [0.07, 0.22, 0.13], [0.05, 0.20, 0.53], [-0.22, 0.04, -0.31], [-0.19, -0.32, 0.30], [0.40, -0.12, 0.06], [-0.30, 0.16, 0.07], [0.02, 0.27, -0.13], [-0.05, -0.25, -0.19], [0.04, -0.02, 0.24], [0.14, -0.03, 0.39], [-0.01, -0.22, -0.05], [0.19, 0.04, 0.02], [-0.14, 0.12, 0.04], [0.23, -0.29, -0.24], [-0.13, -0.32, -0.39], [-0.11, 1.06, 1.02], [0.96, -1.57, -1.98], [-0.48, 1.30, 0.91], [0.20, -0.07, 0.08], [0.05, -0.28, -0.25], [0.35, -0.15, 0.01], [0.28, 0.08, 0.19], [-0.08, 0.05, 0.02], [-0.31, -0.02, -0.10]],
  "mulliken_charge": [0.97, 0.81, -1.23, 0.91, -0.10, 0.58, -0.84, -0.44, -0.94, -1.19, 0.91, 0.50, 0.52, 0.45, 0.57, 0.47, 0.09, 0.61, 0.47, -1.13, 0.25, 0.25, -0.34, 0.49, -1.48, 0.49, 0.43, 0.39, -1.29, 0.38, 0.42, 0.43, -1.27, 0.44, 0.42, 0.35, -1.37, 0.39, 0.44, 0.40, -0.55, -0.63, -0.25, 0.58, -0.56, -0.55, 0.40, 0.39, 0.39, 0.20, 0.39]
}



{
  "formula": "C48H46N5O6PRbS2",
  "method": "wB97M-V/def2-TZVPD",
  "total_energy_ha": -3743.725736,
  "homo_ev": -4.1,
  "e_above_lowest_kj_mol": 0.0,
  "e_lumo_ev": 1.356,
  "mol_weight_g_mol": 969.50,
  "charge": -1,
  "gap_ha": 0.201,
  "species": ["Rb", "C", "C", "C", "C", "C", "C", "H", "H", "H", "H", "H", "H", "C", "C", "C", "C", "C", "C", "P", "C", "C", "C", "C", "C", "C", "C", "C", "C", "C", "C", "C", "H", "H", "H", "H", "H", "H", "H", "H", "H", "H", "H", "H", "H", "H", "C", "C", "C", "C", "C", "C", "C", "S", "O", "O", "N", "C", "C", "C", "C", "C", "C", "C", "C", "N", "C", "H", "H", "H", "H", "H", "H", "H", "H", "H", "H", "H", "H", "H", "C", "C", "S", "O", "O", "C", "C", "N", "C", "N", "C", "C", "N", "O", "O", "C", "H", "H", "H", "H", "H", "H", "H", "H", "H", "H", "H", "H", "H"],
  "positions_angstrom": [[-0.108, -0.070, 0.252], [2.709, 2.639, 2.314], [2.488, 2.092, 3.570], [1.198, 1.982, 4.064], [0.123, 2.412, 3.300], [0.344, 2.961, 2.046], [1.637, 3.078, 1.551], [3.718, 2.711, 1.926], [3.325, 1.722, 4.152], [1.025, 1.521, 5.027], [-0.888, 2.296, 3.670], [-0.483, 3.275, 1.418], [1.791, 3.499, 0.564], [1.536, 5.908, -1.220], [0.329, 6.013, -0.540], [-0.638, 5.033, -0.692], [-0.428, 3.937, -1.532], [0.789, 3.838, -2.202], [1.760, 4.819, -2.047], [-1.733, 2.642, -1.627], [-3.131, 3.668, -2.241], [-4.424, 3.249, -1.933], [-5.534, 3.944, -2.392], [-5.364, 5.082, -3.165], [-4.082, 5.512, -3.483], [-2.978, 4.808, -3.029], [-1.210, 1.636, -3.053], [-1.784, 1.770, -4.316], [-1.310, 0.990, -5.360], [-0.258, 0.116, -5.109], [0.283, 0.019, -3.833], [-0.169, 0.745, -2.713], [2.297, 6.670, -1.099], [0.143, 6.854, 0.117], [-1.575, 5.121, -0.152], [0.971, 2.978, -2.833], [2.702, 4.725, -2.575], [-4.562, 2.365, -1.321], [-6.529, 3.600, -2.139], [-6.226, 5.634, -3.519], [-3.941, 6.398, -4.091], [-1.982, 5.148, -3.286], [-2.594, 2.470, -4.495], [-1.748, 1.069, -6.349], [0.137, -0.494, -5.918], [1.101, -0.692, -3.703], [7.363, -0.083, 3.363], [5.959, -0.555, 3.109], [5.290, -1.330, 4.052], [3.995, -1.771, 3.826], [3.347, -1.434, 2.648], [4.001, -0.670, 1.696], [5.297, -0.236, 1.928], [1.647, -1.930, 2.371], [1.413, -3.018, 3.302], [0.867, -0.723, 2.587], [1.478, -2.274, 0.864], [1.929, -3.425, 0.279], [2.897, -4.286, 0.761], [3.312, -5.408, 0.018], [2.778, -5.696, -1.207], [1.768, -4.855, -1.734], [1.157, -5.091, -2.988], [0.184, -4.245, -3.435], [-0.195, -3.162, -2.610], [0.339, -2.919, -1.443], [1.331, -3.733, -0.998], [8.038, -0.921, 3.541], [7.409, 0.563, 4.242], [7.745, 0.484, 2.514], [5.790, -1.599, 4.976], [3.477, -2.381, 4.554], [3.495, -0.423, 0.770], [5.802, 0.359, 1.175], [3.349, -4.106, 1.727], [4.080, -6.045, 0.439], [3.105, -6.554, -1.782], [1.478, -5.944, -3.576], [-0.295, -4.381, -4.395], [-0.957, -2.466, -2.948], [-3.182, -6.594, -2.348], [-4.591, -6.879, -1.863], [-4.883, -6.432, -0.166], [-6.225, -6.834, 0.168], [-3.781, -6.922, 0.623], [-4.801, -4.650, -0.157], [-4.714, -4.109, 1.262], [-4.258, -2.726, 1.217], [-2.946, -2.364, 1.174], [-2.804, -1.059, 1.024], [-4.052, -0.535, 0.983], [-4.969, -1.544, 1.081], [-6.377, -1.448, 0.993], [-6.853, -0.330, 0.956], [-7.034, -2.477, 0.917], [-1.816, -3.326, 1.252], [-3.044, -7.034, -3.335], [-2.444, -7.021, -1.671], [-2.990, -5.525, -2.439], [-4.821, -7.946, -1.878], [-5.360, -6.379, -2.455], [-5.672, -4.261, -0.684], [-3.895, -4.372, -0.697], [-3.981, -4.672, 1.837], [-5.671, -4.160, 1.768], [-4.241, 0.517, 0.854], [-2.081, -4.307, 0.856], [-1.464, -3.451, 2.278], [-0.984, -2.943, 0.661]],
  "forces_ev_per_a": [[-0.30, 0.52, -0.76], [0.03, 0.02, -0.01], [0.04, -0.03, 0.05], [0.00, -0.03, 0.03], [-0.01, 0.02, 0.01], [-0.02, -0.01, -0.18], [-0.06, 0.00, -0.08], [0.00, 0.00, 0.00], [-0.01, 0.00, 0.00], [0.00, 0.00, 0.01], [0.00, 0.00, 0.01], [-0.04, 0.01, 0.10], [0.02, 0.00, 0.01], [0.00, 0.06, 0.02], [0.01, 0.03, 0.01], [0.01, -0.02, 0.00], [0.01, 0.00, -0.02], [-0.06, 0.01, 0.01], [0.06, 0.00, -0.02], [0.07, -0.11, 0.17], [-0.04, -0.01, -0.06], [0.01, 0.01, 0.01], [0.01, -0.01, 0.00], [-0.03, 0.03, -0.02], [-0.02, 0.02, -0.01], [0.04, 0.00, 0.01], [-0.07, 0.10, 0.18], [-0.05, 0.01, -0.14], [0.01, -0.02, 0.01], [-0.08, 0.05, -0.12], [0.20, -0.17, 0.12], [-0.11, 0.12, -0.21], [0.00, 0.00, 0.01], [0.01, 0.01, 0.00], [-0.02, 0.00, 0.00], [0.01, -0.02, -0.02], [0.00, 0.00, -0.01], [0.01, -0.01, 0.01], [-0.01, 0.00, 0.00], [0.00, 0.00, 0.00], [-0.01, 0.01, -0.01], [0.00, 0.00, 0.00], [0.00, 0.01, 0.00], [0.01, 0.00, -0.01], [0.01, -0.02, -0.01], [0.00, 0.01, 0.00], [0.06, 0.05, 0.02], [-0.05, 0.00, -0.04], [-0.01, -0.02, 0.03], [-0.04, -0.04, 0.05], [-0.08, 0.01, -0.06], [-0.04, 0.02, -0.11], [0.02, -0.01, 0.00], [0.22, -0.10, 0.36], [0.00, -0.02, -0.09], [0.23, -0.16, 0.66], [0.08, -0.16, 0.15], [-0.01, 0.02, -0.01], [0.04, -0.11, -0.03], [-0.03, 0.04, -0.01], [0.01, -0.02, 0.00], [0.07, -0.09, -0.03], [-0.05, 0.06, 0.03], [0.05, -0.02, 0.07], [-0.09, 0.00, -0.10], [-0.01, 0.08, -0.05], [-0.01, -0.06, 0.01], [0.00, -0.01, 0.00], [-0.01, 0.00, 0.01], [0.01, -0.01, -0.01], [0.01, 0.01, 0.01], [-0.01, -0.01, 0.00], [0.00, 0.00, 0.01], [0.01, 0.00, 0.00], [-0.03, 0.05, 0.02], [0.00, -0.03, -0.03], [0.01, -0.01, 0.02], [0.00, 0.00, -0.01], [0.01, -0.01, -0.02], [0.00, 0.00, 0.02], [0.07, 0.03, -0.03], [-0.10, 0.03, -0.08], [-0.05, -0.06, -0.03], [-0.08, 0.03, 0.03], [0.10, 0.03, 0.07], [0.03, -0.01, -0.16], [-0.02, 0.00, 0.16], [0.24, 0.10, 0.03], [-0.17, -0.13, -0.10], [-0.11, 0.17, 0.15], [0.03, -0.10, -0.12], [0.14, -0.07, 0.09], [-0.05, 0.10, -0.21], [-0.05, 0.14, 0.08], [-0.03, -0.20, 0.06], [0.03, -0.09, -0.05], [0.02, 0.00, 0.00], [-0.01, 0.01, -0.01], [0.03, 0.01, 0.01], [0.02, -0.01, 0.08], [0.01, 0.04, 0.03], [-0.04, -0.03, 0.02], [0.01, -0.05, -0.04], [-0.04, 0.00, -0.03], [0.00, -0.01, -0.03], [-0.01, 0.01, 0.01], [0.01, 0.00, 0.04], [0.00, 0.03, 0.01], [0.04, 0.02, 0.06]],
  "mulliken_charge": [1.01, -0.66, -0.20, -0.50, -0.41, -0.20, 0.16, 0.41, 0.30, 0.35, 0.36, 0.28, 0.11, -0.54, -0.53, -0.41, 0.37, -0.35, -0.59, 0.38, -0.13, -0.56, -0.53, -0.46, -0.61, -0.05, 0.91, -0.26, -0.75, -0.40, -1.00, -0.69, 0.33, 0.37, 0.32, 0.32, 0.38, 0.37, 0.41, 0.35, 0.39, 0.41, 0.31, 0.37, 0.35, 0.38, -1.56, 1.17, -0.67, -0.30, -0.30, -0.72, -0.87, 1.40, -0.87, -0.47, 0.58, -0.12, -0.46, -1.00, -0.96, 1.04, -0.73, -1.06, -0.58, 0.28, -0.15, 0.34, 0.33, 0.34, 0.37, 0.52, 0.53, 0.32, 0.45, 0.39, 0.37, 0.40, 0.50, 0.70, -1.11, -0.59, 1.33, -0.71, -0.65, -0.17, -1.68, 0.30, 0.04, 0.17, -0.64, 0.02, 1.06, -0.65, -0.65, -0.02, 0.41, 0.31, 0.27, 0.43, 0.39, 0.44, 0.30, 0.53, 0.44, 0.45, 0.20, 0.39, -0.66]
}